P | C2H6N4O2 | wB97M-V/def2-TZVPD

Each line ends with the natural charge from an NBO analysis.
Geometry (Å):
H1 1.613 -2.535 0.359  0.388
N1 0.567 -2.144 0.293  -0.828
C1 0.208 -0.888 0.169  0.574
N2 -0.975 -0.555 -0.483  -0.349
O1 -1.774 -1.805 -0.869  -0.593
N3 1.069 0.285 0.223  -0.678
C2 0.900 1.576 -0.246  0.218
N4 -0.069 2.298 -0.122  -0.164
O2 -0.878 1.704 0.800  -0.586
H2 -1.617 0.133 -0.074  0.413
H3 -1.223 -2.643 -0.603  0.507
H4 2.004 0.082 0.729  0.414
H5 1.679 1.965 -1.011  0.186
H6 -1.504 2.527 0.834  0.498

## Properties
HOMO-LUMO gap = 9.757 eV
SMILES = [H]/N=C(/NO)N/C=N\O
HOMO = -0.3362 hartree

=====

Q | C2H6N4O2 | wB97M-V/def2-TZVPD

Each line ends with the natural charge from an NBO analysis.
Geometry (Å):
C1 1.460 -0.092 0.192  0.663
C2 -0.909 -0.076 -0.165  0.664
H1 2.545 -1.765 -0.396  0.404
H2 3.369 -0.006 -0.305  0.419
H3 0.634 1.233 1.107  0.351
H4 -0.084 1.559 -0.936  0.386
H5 -2.075 -1.306 1.130  0.403
H6 -3.074 0.673 -0.900  0.504
N1 2.507 -0.607 -0.586  -0.834
N2 1.600 0.980 0.913  -0.715
N3 -0.968 1.134 -0.592  -0.803
N4 -2.027 -0.780 0.247  -0.341
O1 0.234 -0.865 0.177  -0.541
O2 -3.211 -0.081 0.114  -0.561

## Properties
HOMO-LUMO gap = 9.576 eV
HOMO = -0.3314 hartree

=====

Sorted by energy, starting with the most stable: Q, P.

=====

P | C4H8NO | wB97M-V/def2-TZVPD

Each line ends with the natural charge from an NBO analysis.
Geometry (Å):
C1 2.693 0.294 0.301  -0.360
C2 0.591 -0.842 -0.679  0.223
C3 1.520 0.005 -0.160  0.072
C4 -1.281 0.853 -0.049  -0.162
N1 -2.126 -0.153 0.084  -0.682
O1 -0.216 -1.742 0.014  -0.599
H1 3.053 1.100 0.877  0.264
H2 3.453 -0.394 0.001  0.249
H3 0.137 -0.784 -1.646  0.223
H4 -1.373 1.310 -1.023  0.220
H5 -0.676 1.124 0.831  0.214
H6 -2.833 -0.269 -0.653  0.414
H7 -2.138 -0.868 0.812  0.419
H8 0.262 -2.218 0.626  0.505

## Properties
spin multiplicity = 3
HOMO-LUMO gap (spin up / spin down) = 5.534 / 8.064 eV
charge = +1
HOMO (spin up / spin down) = -0.3725 / -0.5709 hartree

=====

Q | C4H8NO | wB97M-V/def2-TZVPD

Each line ends with the natural charge from an NBO analysis.
Geometry (Å):
C1 1.101 0.330 -0.244  0.721
C2 1.713 -1.879 -0.274  -0.615
C3 -3.225 1.789 0.943  -0.255
C4 0.703 -0.887 -0.857  -0.570
N1 1.342 1.345 0.280  -0.452
O1 -2.123 1.398 1.085  -0.256
H1 1.334 -2.657 0.402  0.265
H2 2.652 -1.427 0.132  0.243
H3 2.081 -2.362 -1.218  0.249
H4 -3.957 1.204 0.364  0.252
H5 1.482 2.386 0.496  0.532
H6 -3.550 2.754 1.406  0.260
H7 0.767 -1.014 -1.949  0.321
H8 -0.321 -0.981 -0.566  0.305

## Properties
spin multiplicity = 3
HOMO-LUMO gap (spin up / spin down) = 5.007 / 11.469 eV
charge = +1
HOMO (spin up / spin down) = -0.3486 / -0.6233 hartree

=====

Sorted by energy, starting with the most stable: Q, P.